Computed, not measured: a structure of composition C28H27Br2LuN3O10P2 in a non-equilibrium geometry, with ωB97M-V/def2-TZVPD.

XYZ file:
```
73
C28H27Br2LuN3O10P2 (ωB97M-V/def2-TZVPD)
Lu -0.2313 0.3437 -0.2083
Br 4.3940 2.3873 -1.0630
Br 6.7991 -2.6486 -0.2782
P -2.7097 -1.7751 -1.1243
P -3.7579 0.9488 -0.5103
O -2.3615 1.4059 -0.3029
O -0.4820 0.2731 -2.3856
O -3.2244 -3.1337 -1.3172
O -0.9059 -0.4282 1.8271
O 1.9042 0.7256 -0.6109
O -3.5992 -0.8888 1.3987
O -4.7457 1.6955 0.5147
O -1.3407 -1.4730 -0.6253
O -2.7615 -0.8966 -2.4860
O -4.4211 1.2231 -1.8839
N 0.2791 2.6912 -1.2420
N 1.6012 -1.6823 0.4765
N 0.3139 2.0838 1.5283
C 1.3099 0.0654 -5.5587
C -3.9217 -0.8212 -0.0330
C 2.8597 -1.2667 0.0979
C -1.6414 -1.0024 3.9827
C -1.1883 0.5290 5.8422
C 1.0789 1.8354 -3.3793
C 2.1002 1.2028 -5.4923
C 0.9691 2.8499 -2.2918
C 0.1106 -3.4553 1.3380
C 3.7844 -3.4760 0.4075
C 4.2532 0.5471 -0.5358
C -0.4780 1.3510 4.9950
C 1.4561 -2.9361 0.8510
C 0.3264 3.7362 -0.2578
C 2.5423 -3.8776 0.7869
C 5.2646 -1.5807 -0.2213
C 3.9797 -2.1045 0.1132
C 1.0190 3.2277 1.0318
C -5.3148 -1.3362 -0.1819
C 5.3982 -0.2679 -0.4898
C -1.7346 -0.6474 5.3072
C -0.9165 -0.1464 3.1192
C -0.4186 1.0616 3.6351
C 0.1866 2.0737 2.7968
C 3.0004 0.0732 -0.3663
C 0.4402 -0.1880 -4.5123
C 1.9428 2.1045 -4.4596
C 0.3114 0.6507 -3.3774
H 0.5340 2.9243 3.3747
H -2.6241 -0.8804 1.4956
H -4.8952 1.1741 1.3121
H 6.4334 0.1033 -0.6044
H -0.0467 -1.1444 -4.4442
H -5.2820 -2.4540 -0.0108
H 1.4226 -0.6397 -6.4001
H 1.4936 3.8204 -2.4159
H 2.0219 2.9238 0.7433
H -5.9667 -0.8338 0.5348
H -1.3459 0.8106 6.8591
H 4.6586 -4.1112 0.3613
H -3.9420 0.6049 -2.5269
H -2.1270 -1.9420 3.6403
H 0.2104 -4.1749 2.1493
H 1.0238 4.0304 1.8042
H -0.7054 3.9793 0.0086
H -0.5769 -2.6458 1.5886
H -1.8176 -0.5119 -2.5827
H 2.4871 3.0396 -4.4056
H -0.2669 -4.0162 0.4577
H -0.0783 2.3084 5.3848
H -2.2873 -1.3431 5.8835
H -5.7582 -1.2432 -1.1859
H 0.8306 4.6490 -0.5900
H 2.3092 -4.8758 1.0068
H 2.8244 1.3949 -6.2930
```

LUMO level, Eh: 0.0852
HOMO energy, eV: -5.3
HOMO-LUMO gap, eV: 7.621
Relative energy (zero: lowest compared OMol25 entry of this formula, charge and spin), eV: 0.025
Net charge: -1
Total energy, Ha: -9066.73600



Computed, not measured: a structure of composition C28H27Br2N5O5SSn in a non-equilibrium geometry, with ωB97M-V/def2-TZVPD.

XYZ file:
```
69
C28H27Br2N5O5SSn (ωB97M-V/def2-TZVPD)
Sn 4.3927 -17.1969 -7.2810
Br 5.6165 -15.4218 -10.7713
Br 7.6770 -17.2746 -9.0428
S 4.8767 -20.1496 -7.9250
O 1.6415 -18.0545 -8.1411
O 2.8182 -17.9310 -6.1787
O 5.8064 -19.4927 -11.7983
O 5.5120 -14.4878 -5.0591
O 2.2235 -14.9603 -8.1968
N 5.2929 -20.1041 -1.3896
N 5.5494 -21.2040 -10.2582
N 3.9370 -15.0119 -6.6767
N 5.6874 -17.7816 -5.4623
N 3.4453 -20.1911 -10.1362
C 6.9891 -17.3490 -5.5296
C 1.4813 -20.2926 -11.5290
C 3.8053 -12.9283 -5.7618
C 1.2507 -18.7958 -11.3937
C 9.4947 -22.5773 -11.4202
C 1.7302 -18.1968 -6.9124
C 5.7023 -19.5069 -2.2923
C 8.2437 -22.1098 -10.9866
C 6.2267 -18.8928 -3.4514
C 2.9496 -20.6792 -11.4052
C 7.6370 -18.7070 -3.6689
C 4.5391 -14.2151 -5.7756
C 7.9707 -17.7529 -4.6230
C 9.3223 -21.1785 -13.3986
C 3.0725 -10.7492 -5.1817
C 2.7062 -13.0562 -6.6677
C 2.8659 -14.3940 -7.3103
C 7.5486 -21.1540 -11.7194
C 4.5984 -20.5196 -9.5450
C 1.7963 -12.0225 -6.8124
C 0.5473 -18.7131 -6.0481
C 7.2184 -16.4607 -10.7954
C 6.2678 -20.5029 -11.2831
C 5.3122 -18.5490 -4.4160
C 10.0229 -22.1082 -12.6181
C 1.9980 -10.8432 -6.0620
C 3.9455 -11.8229 -4.9841
C 8.0995 -20.6819 -12.9612
H 7.2150 -16.6795 -6.3612
H 9.0048 -17.4446 -4.8021
H 6.0747 -21.7284 -9.5898
H 11.0503 -22.4401 -12.9197
H 0.5679 -18.2753 -5.0172
H 1.8579 -18.2360 -12.0837
H 10.0114 -23.3057 -10.7936
H 1.4447 -18.3550 -10.4019
H 3.6067 -20.1508 -12.0990
H 8.0714 -15.7884 -10.9351
H 7.7939 -22.5281 -10.0580
H 0.9221 -12.1297 -7.4707
H 2.7788 -19.7744 -9.4977
H 3.0955 -21.7813 -11.4504
H -0.3670 -18.4917 -6.5775
H 4.7774 -11.7748 -4.2666
H 4.2618 -18.9057 -4.3873
H 9.7844 -20.8219 -14.3574
H 0.9073 -20.8196 -10.7738
H 8.3787 -19.2744 -3.0825
H 1.1809 -20.6403 -12.5266
H 1.3088 -10.0026 -6.1911
H 7.1557 -17.2290 -11.5411
H 0.2416 -18.5331 -11.6556
H 7.5456 -19.9700 -13.5298
H 0.6025 -19.8031 -5.8986
H 3.2218 -9.7860 -4.6758
```

LUMO level, Eh: -0.3819
HOMO energy, eV: -14.2
HOMO-LUMO gap, eV: 3.782
Relative energy (zero: lowest compared OMol25 entry of this formula, charge and spin), eV: 0.293
Net charge: +2
Total energy, Ha: -7493.10483



Computed, not measured: a structure of composition C28H27ClF5IN2O5Ti, with ωB97M-V/def2-TZVPD.

XYZ file:
```
70
C28H27ClF5IN2O5Ti (ωB97M-V/def2-TZVPD)
I -1.5102 6.7795 -4.0424
Ti 0.9821 0.6924 0.5630
Cl 2.2256 -4.0468 6.0488
F -2.3454 3.7347 2.0063
F -1.8151 6.0787 3.0155
F 2.1242 1.9097 -0.1274
F 2.7318 4.9812 3.4359
F 2.2587 2.5690 2.4559
O 2.4606 -0.1161 1.7054
O 5.0376 -0.9195 1.9565
O -1.9270 0.0237 -2.0411
O -0.1490 0.6357 -0.8915
O 2.2847 -0.8368 -0.3318
N -0.2386 1.7041 1.7152
N -0.3114 -0.9525 1.5133
C -1.0738 3.9593 2.3755
C -2.0163 2.5496 -3.3533
C -1.6331 -0.3220 1.3557
C 0.4695 5.6033 3.2666
C 1.4755 4.6730 3.0958
C -1.1029 0.8692 -1.7755
C 0.0814 -1.1545 2.9421
C 4.2282 -1.1413 4.1639
C -1.1292 -3.3461 1.1346
C 3.2641 -3.7118 3.5743
C 3.9362 -2.9784 2.6046
C -2.1170 3.8322 -3.8577
C -1.3498 4.8456 -3.2964
C -0.4813 4.5832 -2.2491
C 4.3985 -1.7068 2.8973
C 2.9989 -0.6412 0.6764
C -0.8003 5.2176 2.8959
C -1.1402 2.2711 -2.3040
C -0.0626 2.9936 2.2099
C 3.5662 -1.8904 5.1250
C -0.3729 3.2925 -1.7572
C 3.0823 -3.1538 4.8236
C 4.7125 0.2429 4.4461
C -1.0191 -1.5393 3.9202
C -1.6019 1.1516 1.7716
C 4.4795 -0.9568 0.6679
C -0.2221 -2.2003 0.7163
C 1.2239 3.4136 2.5856
H -0.4316 -1.9121 -0.3180
H 0.6677 6.5865 3.6609
H -1.0412 -4.1426 0.3974
H 4.5862 0.4821 5.5013
H -2.2693 1.7008 1.1017
H -1.9069 -0.4181 0.3041
H -1.7187 -0.7218 4.0930
H -2.1769 -3.0541 1.1720
H 0.3244 3.0881 -0.9628
H -1.5901 -2.4126 3.6136
H -1.9947 1.2698 2.7897
H 4.0885 -3.4107 1.6263
H -2.3936 -0.8518 1.9399
H -0.5542 -1.7688 4.8797
H 3.4083 -1.4818 6.1132
H -0.8509 -3.7651 2.1001
H -2.7882 4.0477 -4.6757
H 5.7658 0.3532 4.1905
H 0.8740 -1.9077 2.9346
H 0.1115 5.3783 -1.8218
H 4.1599 0.9694 3.8509
H 2.8926 -4.7015 3.3578
H 4.6174 -1.9231 0.1654
H 4.9803 -0.2012 0.0570
H 0.8234 -2.5166 0.7522
H 0.5510 -0.2270 3.2875
H -2.6126 1.7452 -3.7606
```

LUMO level, Eh: -0.0266
HOMO energy, eV: -8.7
HOMO-LUMO gap, eV: 8.007
Relative energy (zero: lowest compared OMol25 entry of this formula, charge and spin), eV: 0.000
Net charge: 0
Total energy, Ha: -3675.76726



Question: Which of these has the highest HOMO energy?
Answer: C28H27Br2LuN3O10P2